Entry 1:
The following is a DFT calculation (ωB97M-V with the def2-TZVPD basis set) of a molecular structure, C33H36BrCdN2OPS.

Positions of all 76 atoms, in Å:
Cd 0.149 0.281 0.372
C 5.930 4.416 1.281
C 5.204 4.860 0.005
C 6.074 4.530 -1.219
C 5.011 6.376 0.064
C 3.870 4.126 -0.119
C 3.855 2.742 -0.236
C 2.649 2.106 -0.404
Br 2.688 0.169 -0.579
C 1.380 2.719 -0.474
O 0.303 2.018 -0.735
C 1.403 4.122 -0.252
C 2.633 4.761 -0.120
C 0.149 5.013 -0.170
C 0.248 5.915 1.071
C 0.086 5.887 -1.433
C -1.181 4.257 -0.054
H 6.899 4.917 1.357
H 6.105 3.339 1.288
H 5.341 4.668 2.165
H 7.016 5.083 -1.178
H 5.553 4.799 -2.140
H 6.309 3.467 -1.264
H 5.984 6.871 0.094
H 4.459 6.668 0.959
H 4.475 6.742 -0.815
H 4.763 2.155 -0.193
H 2.615 5.835 0.009
H 1.097 6.597 1.024
H 0.340 5.313 1.976
H -0.657 6.522 1.154
H 0.981 6.501 -1.539
H -0.782 6.551 -1.389
H -0.005 5.259 -2.321
H -1.175 3.584 0.805
H -1.388 3.680 -0.952
H -1.986 4.983 0.087
N -2.236 -0.118 0.125
C -2.886 -1.408 0.152
C -4.272 -1.502 0.135
C -4.892 -2.737 0.204
C -4.128 -3.891 0.297
C -2.746 -3.808 0.293
C -2.109 -2.570 0.212
P -0.288 -2.407 0.126
C 0.182 -2.330 1.896
C -0.749 -2.233 2.926
C -0.324 -2.035 4.231
C 1.027 -1.929 4.516
C 1.963 -2.028 3.496
C 1.544 -2.223 2.192
C 0.216 -4.094 -0.364
C 0.007 -4.439 -1.701
C 0.342 -5.702 -2.158
C 0.905 -6.626 -1.288
C 1.127 -6.283 0.037
C 0.786 -5.020 0.502
H -2.483 0.416 0.955
H -2.554 0.427 -0.671
H -4.869 -0.599 0.072
H -5.972 -2.801 0.190
H -4.609 -4.858 0.367
H -2.152 -4.710 0.356
H -1.809 -2.301 2.712
H -1.053 -1.946 5.025
H 1.353 -1.759 5.534
H 3.019 -1.929 3.714
H 2.274 -2.287 1.392
H -0.426 -3.711 -2.378
H 0.174 -5.965 -3.195
H 1.174 -7.611 -1.644
H 1.568 -7.001 0.716
H 0.954 -4.764 1.540
S 0.160 2.950 4.233
C 0.135 1.823 3.109
N 0.099 0.960 2.308

Results
E_LUMO   0.0050 Eh
Net charge   0
Spin multiplicity   1
E_HOMO   -7.2903 eV
E_tot   -4945.18545 a.u.
Energy relative to the best compared isomer or geometry (same formula, charge and spin)   5.2 kJ/mol
Kohn-Sham gap   0.273 Ha

---

Entry 2:
The following is a DFT calculation (ωB97M-V with the def2-TZVPD basis set) of a molecular structure, C33H37AsCaN4STe.

Positions of all 78 atoms, in Å:
Ca -0.234 -0.124 -0.555
C 2.710 1.103 0.618
C 1.771 2.031 1.395
N 0.380 1.858 0.986
C -0.591 2.018 2.066
C -0.566 0.865 3.081
S -0.147 -0.778 2.417
C 1.682 -0.808 2.992
C 2.554 -1.096 1.777
N 2.245 -0.282 0.594
H 2.756 1.452 -0.419
H 3.720 1.194 1.046
H 1.847 1.813 2.457
H 2.120 3.061 1.257
H 0.143 2.504 0.238
H -0.438 2.958 2.618
H -1.580 2.048 1.613
H 0.127 1.065 3.900
H -1.563 0.760 3.503
H 1.959 0.117 3.494
H 1.777 -1.627 3.704
H 3.617 -0.994 2.047
H 2.382 -2.137 1.487
H 2.691 -0.737 -0.195
N -1.979 2.260 -1.150
C -2.130 2.142 -2.549
C -3.141 2.808 -3.213
C -3.301 2.723 -4.601
C -2.428 1.981 -5.351
C -1.355 1.321 -4.724
C -0.374 0.636 -5.469
C 0.705 0.095 -4.823
C 0.770 0.188 -3.434
N -0.149 0.775 -2.683
C -1.202 1.379 -3.310
H -2.558 3.020 -0.821
H -2.304 1.395 -0.659
H -3.833 3.406 -2.633
H -4.117 3.248 -5.078
H -2.537 1.908 -6.426
H -0.472 0.577 -6.546
H 1.494 -0.392 -5.378
H 1.630 -0.210 -2.904
Te -2.632 -0.757 0.831
C 5.394 -2.417 -3.205
C 4.355 -2.349 -4.120
C 3.040 -2.483 -3.695
C 2.746 -2.711 -2.353
C 3.804 -2.789 -1.444
C 5.116 -2.639 -1.862
As 0.936 -2.696 -1.606
C 1.002 -4.394 -0.656
C 0.284 -4.491 0.534
C 0.332 -5.657 1.284
C 1.102 -6.728 0.853
C 1.819 -6.635 -0.333
C 1.772 -5.471 -1.083
C -0.186 -3.124 -3.143
C 0.179 -4.022 -4.143
C -0.658 -4.250 -5.224
C -1.875 -3.587 -5.313
C -2.266 -2.721 -4.303
C -1.427 -2.495 -3.223
H 6.419 -2.306 -3.535
H 4.567 -2.193 -5.170
H 2.234 -2.418 -4.413
H 3.597 -3.005 -0.400
H 5.923 -2.694 -1.143
H -0.326 -3.655 0.868
H -0.226 -5.727 2.208
H 1.149 -7.635 1.442
H 2.422 -7.468 -0.670
H 2.345 -5.402 -2.001
H 1.126 -4.546 -4.083
H -0.366 -4.954 -5.993
H -2.523 -3.761 -6.163
H -3.228 -2.226 -4.351
H -1.766 -1.849 -2.416

Results
E_LUMO   -0.0208 Eh
Net charge   0
Spin multiplicity   1
E_HOMO   -4.7406 eV
E_tot   -5078.34888 a.u.
Energy relative to the best compared isomer or geometry (same formula, charge and spin)   28.0 kJ/mol
Kohn-Sham gap   0.153 Ha

---

Entry 3:
The following is a DFT calculation (ωB97M-V with the def2-TZVPD basis set) of a molecular structure, C33H37Cl2N6NiO.

Positions of all 80 atoms, in Å:
Ni 5.414 -6.201 7.916
C 6.693 -9.717 8.989
C 5.663 -9.422 7.896
O 5.262 -8.103 7.889
H 6.265 -9.499 9.972
H 7.535 -9.030 8.871
H 7.038 -10.750 8.936
H 4.759 -10.022 8.081
H 6.096 -9.757 6.938
N 4.746 -6.171 9.952
C 5.514 -6.719 10.904
C 5.297 -6.570 12.255
C 4.203 -5.815 12.656
C 3.385 -5.235 11.693
C 3.720 -5.427 10.366
H 6.422 -7.190 10.543
H 5.998 -6.949 12.984
H 3.976 -5.648 13.701
H 2.530 -4.656 12.010
H 3.058 -4.989 9.625
N 7.465 -6.190 8.246
C 8.322 -6.886 7.499
C 9.703 -6.805 7.580
C 10.204 -5.994 8.593
C 9.338 -5.348 9.469
C 7.997 -5.399 9.195
H 7.899 -7.475 6.692
H 10.390 -7.448 7.051
H 11.272 -5.944 8.764
H 9.796 -4.771 10.259
H 7.293 -4.882 9.839
N 10.915 -9.986 6.960
C 11.413 -9.851 5.745
C 10.688 -9.996 4.560
C 9.344 -10.296 4.654
C 8.827 -10.515 5.929
C 9.628 -10.360 7.043
H 12.478 -9.667 5.637
H 11.250 -9.902 3.641
H 8.676 -10.470 3.820
H 7.817 -10.903 5.979
H 9.253 -10.505 8.047
N 6.063 -6.093 5.653
C 6.920 -5.205 5.144
C 7.433 -5.276 3.864
C 7.140 -6.399 3.108
C 6.235 -7.324 3.609
C 5.741 -7.124 4.887
H 7.180 -4.369 5.786
H 8.137 -4.527 3.530
H 7.457 -6.480 2.076
H 5.988 -8.204 3.034
H 5.081 -7.859 5.339
N 3.458 -6.166 6.956
C 2.583 -7.021 7.488
C 1.285 -7.172 7.032
C 0.856 -6.370 5.988
C 1.773 -5.496 5.419
C 3.051 -5.413 5.925
H 2.977 -7.614 8.306
H 0.588 -7.830 7.533
H -0.165 -6.374 5.630
H 1.509 -4.899 4.556
H 3.823 -4.785 5.500
N 8.916 -13.052 9.152
C 7.930 -13.418 9.943
C 7.180 -14.567 9.701
C 7.457 -15.346 8.593
C 8.601 -15.041 7.862
C 9.268 -13.859 8.158
H 7.578 -12.784 10.750
H 6.249 -14.788 10.212
H 6.762 -16.105 8.259
H 8.990 -15.783 7.176
H 10.064 -13.548 7.491
C 3.315 -9.711 10.827
Cl 2.879 -11.229 10.008
Cl 3.653 -9.941 12.535
H 4.186 -9.314 10.314
H 2.469 -9.044 10.710

Results
E_LUMO (alpha / beta)   -0.0831 / -0.1011 Eh
Net charge   +1
Spin multiplicity   3
E_HOMO (alpha / beta)   -10.6711 / -10.5511 eV
E_tot   -4111.94621 a.u.
Energy relative to the best compared isomer or geometry (same formula, charge and spin)   0.0 kJ/mol
Kohn-Sham gap (alpha / beta)   0.309 / 0.287 Ha

---

Entry 4:
The following is a DFT calculation (ωB97M-V with the def2-TZVPD basis set) of a molecular structure, C33H37ClGdO2Si2.

Positions of all 76 atoms, in Å:
C 3.680 3.239 -0.005
C 3.791 1.812 -0.077
C 2.840 1.349 -1.042
H 4.522 1.198 0.452
C 2.136 2.486 -1.551
C 2.638 3.657 -0.893
H 2.363 4.687 -1.123
H 4.358 3.905 0.526
H 2.720 0.326 -1.391
H 1.410 2.468 -2.363
Gd 1.503 2.316 0.828
Si -1.144 0.145 0.061
C -0.080 -0.666 1.429
C -0.662 -1.050 2.643
H -1.698 -0.773 2.854
C 0.044 -1.854 3.544
H -0.434 -2.185 4.466
C 1.366 -2.243 3.291
H 1.923 -2.854 4.009
C 1.965 -1.833 2.095
H 3.001 -2.121 1.881
C 1.250 -1.071 1.163
H 1.730 -0.816 0.201
C -0.495 -0.440 -1.792
C 0.294 -1.593 -2.021
H 0.463 -2.367 -1.250
C 0.883 -1.760 -3.280
H 1.463 -2.658 -3.460
C 0.785 -0.776 -4.258
H 1.249 -0.926 -5.234
C 0.101 0.406 -3.973
H 0.093 1.202 -4.708
C -0.551 0.588 -2.760
H -1.047 1.535 -2.532
H 0.126 1.013 -0.333
Si -1.804 -1.941 -0.769
C -2.846 -2.234 -2.252
C -3.055 -3.587 -2.570
H -3.146 -4.333 -1.777
C -3.045 -3.947 -3.923
H -3.060 -5.005 -4.193
C -2.966 -2.960 -4.912
H -2.865 -3.241 -5.962
C -3.008 -1.600 -4.565
H -2.969 -0.828 -5.335
C -3.055 -1.232 -3.223
H -3.143 -0.181 -2.936
C -2.078 -3.260 0.531
C -1.012 -4.163 0.637
H -0.132 -4.050 0.004
C -1.058 -5.225 1.549
H -0.202 -5.903 1.615
C -2.174 -5.400 2.378
H -2.194 -6.223 3.105
C -3.241 -4.484 2.296
H -4.102 -4.614 2.967
C -3.196 -3.417 1.384
H -4.040 -2.721 1.340
H -2.451 0.656 0.440
Cl -1.335 2.666 0.702
C 3.443 4.214 3.033
O 2.319 3.286 2.903
C 1.106 3.712 3.609
C 0.267 4.672 2.752
O 0.686 4.560 1.354
C -0.089 5.354 0.424
H 3.473 4.633 4.051
H 3.339 5.028 2.301
H 4.351 3.643 2.824
H 0.538 2.795 3.841
H 1.376 4.207 4.553
H -0.804 4.423 2.826
H 0.423 5.712 3.069
H -1.056 5.646 0.855
H 0.500 6.234 0.153
H -0.281 4.760 -0.477

Results
E_LUMO (alpha / beta)   -0.1391 / -0.1550 Eh
Net charge   +1
Spin multiplicity   8
E_HOMO (alpha / beta)   -8.1880 / -8.0035 eV
E_tot   -3234.47875 a.u.
Energy relative to the best compared isomer or geometry (same formula, charge and spin)   436.4 kJ/mol
Kohn-Sham gap (alpha / beta)   0.162 / 0.139 Ha

---

Entry 5:
The following is a DFT calculation (ωB97M-V with the def2-TZVPD basis set) of a molecular structure, C33H37ClO2OsSi2.

Positions of all 76 atoms, in Å:
C -1.227 -1.270 3.557
C -2.533 -0.849 3.201
C -3.286 -2.000 2.867
H -2.903 0.171 3.219
C -2.460 -3.134 3.026
C -1.180 -2.689 3.441
H -0.308 -3.311 3.597
H -0.407 -0.636 3.872
H -4.332 -2.002 2.581
H -2.729 -4.163 2.787
Os -1.643 -1.871 1.646
Si -1.075 -0.390 -2.971
C -0.261 1.210 -3.705
C 1.098 1.352 -4.054
H 1.829 0.590 -3.782
C 1.570 2.470 -4.768
H 2.616 2.537 -5.065
C 0.715 3.499 -5.146
H 1.075 4.362 -5.710
C -0.624 3.398 -4.771
H -1.320 4.185 -5.051
C -1.092 2.283 -4.067
H -2.149 2.254 -3.808
C 0.035 -1.677 -3.754
C -0.247 -1.860 -5.119
H -0.997 -1.232 -5.614
C 0.429 -2.833 -5.858
H 0.171 -2.974 -6.904
C 1.415 -3.630 -5.276
H 1.908 -4.422 -5.837
C 1.742 -3.416 -3.940
H 2.503 -4.016 -3.443
C 1.099 -2.416 -3.207
H 1.428 -2.212 -2.187
H -2.469 -0.438 -3.465
Si 1.628 0.233 0.025
C 0.336 -1.210 -0.187
C -0.982 -1.169 -0.851
H -1.526 -0.186 -0.829
C -1.861 -2.296 -0.458
H -2.944 -2.201 -0.473
C -1.311 -3.452 0.137
H -1.956 -4.266 0.448
C 0.082 -3.572 0.297
H 0.496 -4.546 0.570
C 0.867 -2.446 0.213
H 1.934 -2.533 0.423
C 0.424 1.645 -0.063
C -0.740 1.472 0.694
H -0.902 0.515 1.234
C -1.698 2.480 0.780
H -2.551 2.311 1.440
C -1.502 3.671 0.079
H -2.239 4.470 0.174
C -0.348 3.844 -0.690
H -0.198 4.774 -1.236
C 0.618 2.840 -0.767
H 1.527 2.996 -1.347
H 3.026 0.553 -0.293
Cl 2.051 -0.127 2.025
C -0.672 2.316 4.691
O 0.092 2.201 3.493
C 1.456 2.545 3.697
C 2.261 1.582 4.584
O 1.581 0.344 4.773
C 2.419 -0.828 4.886
H -1.688 2.020 4.431
H -0.272 1.662 5.477
H -0.675 3.351 5.065
H 1.914 2.561 2.701
H 1.504 3.553 4.140
H 3.238 1.406 4.109
H 2.383 2.053 5.573
H 2.407 -1.152 5.939
H 3.451 -0.658 4.526
H 1.977 -1.629 4.278

Results
E_LUMO (alpha / beta)   -0.2281 / -0.3830 Eh
Net charge   +2
Spin multiplicity   5
E_HOMO (alpha / beta)   -11.8346 / -13.5984 eV
E_tot   -2559.14766 a.u.
Energy relative to the best compared isomer or geometry (same formula, charge and spin)   329.7 kJ/mol
Kohn-Sham gap (alpha / beta)   0.207 / 0.117 Ha

---

Entry 6:
The following is a DFT calculation (ωB97M-V with the def2-TZVPD basis set) of a molecular structure, C33H37IrN2O7S2.

Positions of all 82 atoms, in Å:
Ir 0.463 -0.004 -0.064
O 2.205 -0.298 -1.326
S 2.002 -1.453 -2.340
C 3.309 -2.635 -1.906
C 4.236 -2.747 -3.111
C 4.326 -1.340 -3.694
C 2.880 -0.870 -3.812
H 2.845 -3.563 -1.580
H 3.802 -2.161 -1.054
H 3.817 -3.432 -3.852
H 5.207 -3.142 -2.812
H 4.825 -1.321 -4.663
H 4.876 -0.684 -3.017
H 2.370 -1.316 -4.668
H 2.734 0.208 -3.838
C -2.875 -2.499 5.421
C -2.356 -2.646 4.017
C -1.037 -3.010 3.776
C -0.558 -3.145 2.480
C -1.404 -2.905 1.413
C -2.735 -2.570 1.631
C -3.201 -2.439 2.926
S -0.814 -2.949 -0.256
O -1.713 -3.758 -1.024
O 0.586 -3.330 -0.211
O -0.937 -1.498 -0.698
H -2.061 -2.348 6.129
H -3.421 -3.394 5.727
H -3.560 -1.654 5.499
H -0.367 -3.182 4.611
H 0.470 -3.424 2.300
H -3.393 -2.407 0.786
H -4.234 -2.160 3.096
C -3.712 2.620 1.910
C -3.323 1.522 1.154
C -2.139 0.862 1.440
C -1.308 1.303 2.473
C -1.735 2.380 3.254
C -2.919 3.039 2.971
C -0.004 0.712 2.765
C 0.819 0.034 1.922
C 2.100 -0.532 2.428
C 2.614 -1.718 1.902
C 3.809 -2.245 2.368
C 4.532 -1.587 3.353
C 4.046 -0.393 3.866
C 2.845 0.129 3.410
H -4.638 3.135 1.686
H -3.951 1.165 0.347
H -1.894 -0.033 0.880
H -1.108 2.723 4.068
H -3.222 3.885 3.575
H 0.325 0.864 3.792
H 2.052 -2.248 1.142
H 4.176 -3.179 1.960
H 5.467 -1.996 3.712
H 4.608 0.143 4.620
H 2.503 1.080 3.797
C -3.464 1.392 -2.801
C -2.494 1.870 -3.876
C -1.209 2.479 -3.292
C -0.249 2.886 -4.430
C 1.079 3.456 -3.948
C -1.563 3.735 -2.519
O -2.250 4.614 -2.989
N -1.009 3.864 -1.269
C -0.283 2.908 -0.564
O 0.192 3.178 0.514
N -0.160 1.665 -1.157
C -0.517 1.413 -2.458
O -0.248 0.332 -2.953
H -4.368 0.983 -3.252
H -3.763 2.213 -2.145
H -3.017 0.603 -2.190
H -2.961 2.631 -4.502
H -2.198 1.035 -4.511
H -0.773 3.615 -5.051
H -0.080 1.991 -5.032
H 0.940 4.380 -3.382
H 1.728 3.687 -4.793
H 1.609 2.750 -3.303
H -1.171 4.733 -0.779

Results
E_LUMO (alpha / beta)   0.0123 / -0.0756 Eh
Net charge   0
Spin multiplicity   5
E_HOMO (alpha / beta)   -7.9415 / -8.3151 eV
E_tot   -2816.56188 a.u.
Kohn-Sham gap (alpha / beta)   0.304 / 0.230 Ha

---

Which value of E_tot does entry 5 give?
-2559.14766 a.u.